Molecular formula: C42H56N12O8S
Method: DFT, ωB97M-V/def2-TZVPD

```
119
Properties=species:S:1:pos:R:3:lowdin_charge:R:1
S 0.096 -0.082 -0.029 0.414
O 1.528 0.240 -0.133 -0.390
O -0.456 -0.206 -1.354 -0.324
O -0.050 -1.371 0.657 -0.320
O -0.474 1.009 0.806 -0.338
N 0.759 -2.580 2.754 -0.049
C -0.096 -3.221 3.596 -0.078
C 0.863 -4.150 4.375 -0.064
C 2.265 -3.865 4.025 -0.032
C 2.087 -2.724 3.024 -0.094
H 0.371 -2.011 1.933 0.065
H -1.136 -3.194 3.427 0.059
H 0.805 -4.863 5.040 -0.007
H 3.031 -4.399 4.363 0.011
H 2.682 -2.078 2.447 0.058
N -0.842 1.336 3.514 -0.063
C -2.062 2.005 3.960 -0.087
C -2.085 1.638 5.464 -0.116
C -0.932 0.709 5.717 -0.073
C -0.182 0.532 4.318 -0.099
H -0.495 1.374 2.450 0.127
H -2.565 2.836 3.379 0.076
H -2.706 2.283 6.169 0.075
H -0.557 0.167 6.663 0.074
H 0.544 0.003 3.939 0.029
N 0.326 -0.874 -3.837 -0.046
C -0.036 -0.666 -5.155 -0.080
C 1.232 -1.303 -6.001 -0.098
C 2.208 -1.798 -5.099 -0.098
C 1.600 -1.498 -3.733 -0.115
H -0.426 -0.484 -3.033 0.162
H -0.886 -0.161 -5.538 0.054
H 1.458 -1.059 -7.069 0.062
H 3.064 -2.256 -5.360 0.028
H 2.046 -1.650 -2.693 0.085
N 2.915 2.021 -1.463 -0.023
C 3.815 2.932 -0.841 -0.107
C 4.256 3.925 -1.859 -0.060
C 3.652 3.394 -3.124 -0.093
C 2.858 2.214 -2.831 -0.147
H 2.490 1.368 -0.757 0.066
H 3.785 2.955 0.260 0.084
H 5.036 4.693 -1.783 0.064
H 3.803 3.728 -4.083 0.038
H 2.145 1.660 -3.448 0.089
N -0.603 3.500 0.749 -0.064
C 0.618 4.075 0.610 -0.157
C 0.462 5.570 0.659 -0.067
C -0.979 5.879 1.179 -0.021
C -1.588 4.410 1.195 -0.100
H -0.663 2.351 0.855 0.059
H 1.455 3.333 0.411 0.089
H 1.025 6.434 0.585 0.018
H -1.433 6.704 1.496 -0.015
H -2.541 3.892 1.408 0.059
N -2.751 -1.054 -2.073 -0.076
C -3.536 -0.587 -3.054 -0.157
C -4.774 -1.514 -3.120 -0.056
C -4.574 -2.618 -2.128 -0.025
C -3.272 -2.236 -1.396 -0.049
H -1.687 -0.621 -1.797 0.086
H -3.262 0.238 -3.733 0.114
H -5.427 -1.182 -3.708 -0.024
H -5.165 -3.503 -2.091 0.053
H -2.777 -2.631 -0.545 0.051
N -4.898 0.604 -0.837 -0.060
C -6.287 0.566 -0.408 -0.096
C -6.620 1.890 0.188 -0.074
C -5.288 2.629 0.184 -0.113
C -4.264 1.812 -0.504 -0.146
H -4.168 -0.236 -1.261 0.132
H -6.803 -0.383 -0.433 0.072
H -7.417 2.308 0.691 0.025
H -4.954 3.573 0.485 0.025
H -3.068 1.643 -0.476 0.137
N 3.192 0.883 2.000 -0.008
C 3.019 1.984 2.767 -0.130
C 4.346 2.279 3.517 -0.054
C 5.357 1.357 2.867 -0.050
C 4.504 0.487 1.991 -0.120
H 2.614 0.631 1.199 0.078
H 2.093 2.625 2.837 0.107
H 4.371 3.150 4.069 0.021
H 6.398 1.433 3.094 0.048
H 4.846 -0.260 1.386 0.046
N -0.800 -3.897 -0.037 -0.053
C -0.251 -4.162 -1.238 -0.085
C -0.749 -5.541 -1.623 0.015
C -1.552 -5.909 -0.313 -0.044
C -1.426 -4.835 0.685 -0.092
H -0.575 -3.038 0.180 0.000
H 0.305 -3.519 -1.994 0.121
H -0.566 -5.844 -2.505 -0.030
H -1.782 -6.797 0.068 -0.003
H -1.982 -4.757 1.590 0.085
N 3.510 -1.272 -0.873 -0.087
C 3.540 -2.626 -0.455 -0.065
C 5.058 -3.088 -0.619 -0.080
C 5.703 -2.017 -1.317 -0.130
C 4.748 -0.831 -1.375 -0.135
H 2.757 -0.506 -0.587 0.079
H 2.622 -2.869 0.055 0.067
H 5.260 -4.164 -0.402 0.069
H 6.671 -2.042 -1.602 0.017
H 4.723 0.162 -2.232 0.168
C -3.076 -0.992 2.188 0.065
N -3.977 -2.002 2.777 -0.406
O -4.561 -1.612 3.867 -0.005
O -3.974 -3.090 2.341 0.091
H -2.489 -1.161 2.979 0.049
H -3.320 0.065 2.259 0.115
H -2.562 -1.436 1.485 0.021
C -0.463 3.084 -2.983 0.011
N -0.251 3.058 -4.425 -0.441
O 0.764 3.364 -4.933 0.092
O -1.341 2.913 -5.091 -0.030
H 0.173 3.746 -2.490 0.043
H 0.153 2.127 -2.452 0.155
H -1.525 3.545 -2.843 0.144
```

Calculated values
- LUMO level: 0.1425 Eh
- Net charge: -2
- HOMO energy: -3.4 eV
- Gap between HOMO and LUMO: 0.2668 Ha
- Multiplicity: 1

Molecular formula: C6H14N2
Method: DFT, ωB97M-V/def2-TZVPD

```
22
Properties=species:S:1:pos:R:3:nbo_charge:R:1
C -0.275 -0.984 0.192 -0.189
C -1.359 0.074 0.275 -0.490
C 1.239 -0.249 0.214 -0.415
C -0.497 -1.926 -0.980 -0.616
C 1.743 0.111 -1.174 -0.618
C -0.817 1.247 1.096 0.473
N -0.797 2.478 0.482 -0.809
N -0.622 1.166 2.380 -0.745
H -0.258 -1.570 1.117 0.203
H -0.614 2.503 -0.513 0.379
H -0.276 3.163 1.020 0.394
H -0.900 0.246 2.729 0.332
H -2.251 -0.330 0.765 0.231
H -1.657 0.447 -0.710 0.202
H 1.886 -1.027 0.636 0.200
H 1.487 0.569 0.897 0.229
H -1.398 -2.528 -0.809 0.215
H -0.650 -1.378 -1.914 0.204
H 0.346 -2.609 -1.113 0.214
H 2.725 0.592 -1.104 0.213
H 1.058 0.787 -1.692 0.189
H 1.887 -0.780 -1.792 0.204
```

Calculated values
- LUMO level: 0.0339 Eh
- Net charge: 0
- HOMO energy: -9.1 eV
- Gap between HOMO and LUMO: 0.3679 Ha
- SMILES: [H]/N=C(/N)C[C@@H](C)CC
- Multiplicity: 1

Molecular formula: C27H33BrMnN3O6S
Method: DFT, ωB97M-V/def2-TZVPD

```
72
Properties=species:S:1:pos:R:3:mulliken_spin:R:1
Mn 0.636 -0.505 -0.060 3.902
C 2.526 6.051 4.216 0.000
C 1.345 6.014 3.237 0.005
C 0.098 6.509 3.969 0.001
C 1.625 6.966 2.065 0.003
C 1.173 4.594 2.706 0.013
C 0.017 3.857 2.893 -0.015
C -0.070 2.573 2.381 0.025
Br -1.689 1.618 2.646 0.001
C 0.968 1.967 1.680 -0.038
O 0.784 0.722 1.233 0.131
C 2.158 2.704 1.476 0.031
C 2.212 3.989 1.996 -0.010
C 3.353 2.105 0.730 -0.001
C 2.978 1.788 -0.728 -0.045
C 3.853 0.861 1.479 -0.004
C 4.532 3.079 0.653 0.000
H 2.666 7.063 4.600 0.000
H 3.456 5.745 3.735 0.000
H 2.351 5.384 5.062 0.000
H 0.263 7.527 4.324 0.000
H -0.134 5.889 4.836 0.000
H -0.774 6.524 3.312 0.000
H 1.744 7.988 2.432 0.000
H 0.801 6.953 1.350 0.000
H 2.537 6.694 1.534 0.000
H -0.831 4.257 3.429 -0.001
H 3.117 4.559 1.848 -0.001
H 2.101 1.144 -0.824 0.046
H 3.801 1.278 -1.230 0.001
H 2.757 2.709 -1.270 0.000
H 3.095 0.094 1.582 0.004
H 4.185 1.149 2.479 0.000
H 4.703 0.423 0.952 0.001
H 4.279 3.994 0.115 0.000
H 5.350 2.595 0.117 0.001
H 4.901 3.347 1.644 0.000
O 0.260 -3.096 -0.134 0.033
S 1.411 -2.596 -0.870 0.016
O 2.245 -3.501 -1.576 -0.006
O 0.838 -1.437 -1.735 -0.067
O 2.155 -1.664 0.130 0.002
C -0.294 -3.498 -4.520 -0.001
C -0.666 -2.044 -4.529 0.000
C -1.987 -1.629 -4.408 0.001
C -2.328 -0.284 -4.352 -0.001
C -1.328 0.676 -4.382 -0.001
N -1.587 2.071 -4.271 0.000
C -2.642 2.723 -3.694 0.000
O -2.990 3.828 -4.056 0.000
N -3.358 2.076 -2.687 0.000
C -2.952 1.140 -1.738 0.005
C -3.933 0.453 -1.025 0.005
C -3.573 -0.481 -0.076 -0.009
C -2.232 -0.719 0.148 0.029
N -1.295 -0.054 -0.528 -0.053
C -1.624 0.857 -1.444 -0.004
C -0.004 0.278 -4.532 -0.002
C 0.316 -1.063 -4.620 0.002
H -1.175 -4.132 -4.608 0.000
H 0.218 -3.756 -3.590 0.000
H 0.384 -3.737 -5.340 0.000
H -2.775 -2.372 -4.362 0.000
H -3.367 0.010 -4.282 0.000
H -1.122 2.666 -4.940 0.000
H -4.180 2.611 -2.450 0.000
H -4.977 0.651 -1.236 0.000
H -4.319 -1.028 0.481 0.000
H -1.890 -1.456 0.864 0.017
H -0.813 1.362 -1.953 -0.016
H 0.780 1.027 -4.559 0.000
H 1.355 -1.354 -4.710 0.000
```

Calculated values
- LUMO level (alpha / beta): -0.0523 / -0.0285 Eh
- Net charge: 0
- HOMO energy (alpha / beta): -8.3 / -8.4 eV
- Gap between HOMO and LUMO (alpha / beta): 0.2533 / 0.2820 Ha
- Multiplicity: 5

Molecular formula: C2HBrF2S
Method: DFT, ωB97M-V/def2-TZVPD

```
7
Properties=species:S:1:pos:R:3:nbo_charge:R:1
C 0.845 0.150 -0.424 -0.423
C -0.409 -0.044 0.431 0.602
F -0.986 1.087 0.962 -0.325
F -0.179 -0.871 1.455 -0.313
S 1.648 1.463 -0.754 0.234
Br -1.804 -0.902 -0.656 0.000
H 0.886 -0.882 -1.013 0.226
```

Calculated values
- LUMO level: -0.0479 Eh
- Net charge: 0
- HOMO energy: -9.8 eV
- Gap between HOMO and LUMO: 0.3108 Ha
- SMILES: FC(F)(Br)C=S
- Multiplicity: 1

Molecular formula: C6H11N
Method: DFT, ωB97M-V/def2-TZVPD

```
18
Properties=species:S:1:pos:R:3:nbo_charge:R:1
C -2.120 -0.298 0.222 -0.640
C -0.882 -0.272 -0.678 -0.227
C -0.411 1.270 -0.306 -0.403
C 1.108 0.775 0.352 -0.032
C 1.707 -0.265 -0.649 -0.435
C 0.472 -1.024 -0.151 -0.077
H -1.820 -0.226 1.246 0.244
H -2.755 0.581 -0.270 0.212
H -3.013 -1.068 -0.006 0.202
H -1.004 -0.487 -1.837 0.210
H -1.133 1.611 0.566 0.217
H -0.265 2.005 -1.084 0.200
H 1.556 1.525 0.806 0.187
H 1.956 -0.145 -1.783 0.226
H 2.652 -0.558 0.107 0.203
H 0.489 -2.079 -0.239 0.202
H 0.950 -0.760 1.831 0.361
N 0.449 -0.215 1.132 -0.650
```

Calculated values
- LUMO level: 0.0416 Eh
- Net charge: 0
- HOMO energy: -8.7 eV
- Gap between HOMO and LUMO: 0.3605 Ha
- Multiplicity: 1

Molecular formula: C29H46BrHgN3P2S
Method: DFT, ωB97M-V/def2-TZVPD

```
83
Properties=species:S:1:pos:R:3:lowdin_charge:R:1
N 3.464 3.754 -9.151 0.067
C 4.043 2.655 -8.623 -0.113
C 3.562 2.030 -7.461 -0.010
C 2.454 2.577 -6.764 -0.218
C 1.869 3.722 -7.337 -0.011
C 2.401 4.260 -8.521 -0.123
C 1.935 1.961 -5.557 -0.017
Hg -1.815 0.715 -0.426 1.124
P -4.259 -1.719 0.869 0.960
C 0.729 2.229 -4.955 -0.024
C 0.266 1.306 -3.916 -0.227
C -1.090 0.937 -3.693 -0.034
C -1.397 -0.283 -3.039 -0.225
C -0.301 -1.094 -2.685 -0.643
C 1.032 -0.636 -2.713 -0.107
C 1.286 0.632 -3.218 -0.039
Br -0.720 -2.475 -1.453 0.871
H 2.571 1.172 -5.159 0.109
H 0.092 3.082 -5.246 0.119
H 4.091 1.146 -7.095 0.113
H 1.044 4.246 -6.867 0.101
H 4.930 2.270 -9.155 0.119
H 1.973 5.145 -8.990 0.112
H -1.874 1.609 -4.047 0.123
H 2.322 1.000 -3.173 0.134
H -2.421 -0.677 -3.062 0.105
H 1.823 -1.185 -2.190 0.101
P -0.994 2.499 0.850 0.836
C -3.544 -2.676 -0.478 -0.553
C -4.356 -3.914 -0.883 -0.139
H -2.541 -2.996 -0.123 -0.033
H -3.389 -2.000 -1.338 0.009
H -3.736 -4.633 -1.439 0.076
H -4.746 -4.417 0.012 0.072
H -5.192 -3.610 -1.528 0.078
C -4.904 -0.243 0.078 -0.479
C -6.342 0.000 0.521 -0.155
H -4.860 -0.393 -1.001 0.074
H -4.270 0.611 0.340 -0.003
H -6.827 0.763 -0.091 0.074
H -6.945 -0.907 0.439 0.075
H -6.392 0.317 1.565 0.077
C -3.072 -1.401 2.173 -0.464
C -3.435 -2.253 3.404 -0.161
H -3.126 -0.336 2.425 0.057
H -2.052 -1.618 1.839 0.054
H -2.976 -1.881 4.320 0.067
H -4.512 -2.270 3.591 0.066
H -3.112 -3.287 3.269 0.076
C -0.374 2.356 2.533 -0.373
C 0.014 3.732 3.125 -0.100
H 0.470 1.628 2.514 0.030
H -1.200 1.888 3.111 0.103
H 1.045 3.998 2.822 0.079
H -0.701 4.521 2.806 0.083
H -0.031 3.626 4.221 0.097
C -2.707 3.177 0.755 -0.413
C -3.116 3.640 -0.677 -0.129
H -2.745 3.955 1.535 0.098
H -3.385 2.344 1.059 0.054
H -2.571 4.564 -0.960 0.087
H -2.922 2.862 -1.461 0.048
H -4.204 3.832 -0.649 0.098
C 0.052 3.325 -0.389 -0.374
C 1.578 3.313 -0.155 -0.107
H -0.359 4.354 -0.447 0.102
H -0.148 2.809 -1.357 0.065
H 2.003 3.951 -0.952 0.097
H 1.850 3.741 0.828 0.070
H 2.006 2.293 -0.254 0.050
C 1.837 -0.985 4.154 -0.036
N 2.179 -2.001 3.168 -0.130
C 2.499 -3.323 3.430 -0.032
C 2.856 -3.889 2.244 -0.048
N 2.708 -2.912 1.267 0.076
C 2.224 -1.739 1.818 -0.792
S 1.645 -0.377 1.053 0.557
H 2.347 -0.046 3.909 0.083
H 0.757 -0.789 4.170 0.086
H 2.169 -1.326 5.137 0.101
H 2.419 -3.741 4.417 0.129
H 3.183 -4.885 2.026 0.122
H 2.894 -3.013 0.291 0.144
```

Calculated values
- LUMO level (alpha / beta): -0.3024 / -0.3024 Eh
- Net charge: +2
- HOMO energy (alpha / beta): -12.4 / -12.5 eV
- Gap between HOMO and LUMO (alpha / beta): 0.1551 / 0.1552 Ha
- Multiplicity: 1

The calculation returns the following energy relative to the best compared isomer or geometry (same formula, charge and spin) values, one per record and in order: 3.800, 0.515, 0.967, 0.354, 4.640, 0.000 eV.